1.
36
Properties=species:S:1:pos:R:3:forces:R:3:lowdin_charge:R:1 method="wB97M-V/def2-TZVPD" homo_lumo_gap_ev=8.93 e_above_lowest_kj_mol=0.0 homo_energy_ev=-8.6 e_tot_ha=-1119.91679 charge=0 fmax_ev_per_a=0.9
O -3.3226 -1.6454 -0.3524 -0.2 -0.1 -0.1 0.071
C -2.2768 -1.5028 0.2451 0.2 0.2 0.1 -0.437
N -1.6510 -2.5903 0.8362 -0.3 -0.4 -0.1 0.209
C -0.4657 -2.6038 1.5292 -0.2 0.2 -0.1 -0.465
O -0.0185 -3.6180 2.0073 0.2 -0.3 0.1 0.101
N 0.1663 -1.3810 1.6506 0.2 0.1 0.3 0.081
C -0.3263 -0.1844 1.1580 -0.5 0.0 -0.2 -0.350
C -1.5722 -0.2487 0.4270 0.1 0.1 0.0 -0.051
C -2.1191 0.8906 -0.1343 0.0 -0.3 0.2 -0.001
N -1.6086 2.0956 -0.0126 0.2 -0.1 0.3 0.059
C -2.0902 3.2717 -0.6993 0.1 0.1 -0.5 -0.084
C -1.2063 3.6084 -1.8588 0.3 0.7 0.5 -0.270
C -0.1321 4.4416 -1.9719 -0.6 -0.3 0.2 -0.021
C 0.3364 4.3019 -3.3008 -0.2 -0.4 -0.4 -0.058
C -0.4825 3.3899 -3.8900 0.8 0.5 -0.2 -0.114
O -1.4166 2.9634 -3.0270 -0.5 -0.3 0.2 0.053
H -0.5052 2.9799 -4.8798 -0.1 -0.1 -0.1 0.121
H 1.1657 4.8096 -3.7477 0.2 0.1 -0.2 0.101
H 0.2698 5.0776 -1.2104 0.0 0.1 0.2 0.111
H -2.1023 4.1108 0.0012 -0.1 -0.1 -0.1 0.135
H -3.1046 3.0774 -1.0582 0.0 0.1 0.1 0.136
H -3.0399 0.7745 -0.6965 0.0 0.1 0.0 0.151
O 0.2864 0.8609 1.3537 0.2 0.1 0.0 0.058
H -0.7165 2.1337 0.4931 -0.2 0.0 -0.1 0.131
C 1.4612 -1.3770 2.3363 0.3 0.1 -0.1 -0.034
C 2.5508 -1.8333 1.4253 -0.1 -0.9 0.3 -0.251
C 2.9806 -3.0848 1.0933 -0.2 0.5 0.3 -0.018
C 4.0205 -2.9058 0.1495 0.2 0.5 -0.2 -0.059
C 4.1406 -1.5618 -0.0221 0.4 -0.7 -0.3 -0.123
O 3.2550 -0.9043 0.7419 -0.2 0.5 0.2 0.054
H 4.7942 -0.9715 -0.6333 0.0 0.2 0.0 0.118
H 4.5952 -3.6716 -0.3294 0.2 -0.1 -0.1 0.099
H 2.5932 -4.0066 1.4746 -0.1 -0.2 0.1 0.108
H 1.3865 -2.0489 3.1930 0.1 0.2 -0.1 0.138
H 1.6479 -0.3490 2.6523 0.0 -0.2 0.0 0.132
H -2.1146 -3.4871 0.7431 0.1 0.2 0.0 0.170

***

2.
15
Properties=species:S:1:pos:R:3:forces:R:3:lowdin_charge:R:1 method="wB97M-V/def2-TZVPD" homo_lumo_gap_ev=8.76 e_above_lowest_kj_mol=259.0 homo_energy_ev=-8.9 e_tot_ha=-416.87504 charge=0 fmax_ev_per_a=3.2
C -2.8091 -0.5035 0.8574 2.0 -0.2 -0.4 0.047
C -1.5590 -0.5792 0.3476 0.3 0.7 0.0 -0.202
C 0.3618 0.5821 -0.5172 -2.2 -1.5 1.4 -0.365
C 1.4681 -1.3004 0.7032 0.2 -0.4 0.3 -0.332
C 0.9559 1.7418 -1.0586 1.1 2.5 -1.5 -0.056
C 1.4627 2.7131 -1.5970 -0.7 -1.9 1.1 0.155
H -3.3237 -1.3913 1.1794 0.0 -0.1 0.0 0.050
H -3.2138 0.4535 1.1003 -0.4 0.5 -0.3 0.050
H -0.9677 -1.4915 0.3024 -0.7 -0.2 -0.2 0.084
H 2.0679 -0.5260 -1.0064 -0.8 0.2 -0.1 0.138
H 2.3314 -1.9872 0.5088 -0.4 0.3 0.1 0.138
H 1.9856 3.5353 -2.0273 -0.1 0.0 0.0 0.032
N -0.8645 0.5906 -0.1038 0.5 0.0 -0.2 0.119
N 1.2031 -0.5640 -0.4571 1.0 -0.1 0.4 0.090
O 0.9013 -1.2733 1.7683 0.1 0.2 -0.9 0.052